DFT (ωB97M-V with the def2-TZVPD basis set) results for a single C5H10N2 molecule in a non-equilibrium geometry.

Geometry as XYZ:
```
17
Properties=species:S:1:pos:R:3:forces:R:3:lowdin_charge:R:1
C -2.2769 -0.9777 0.3792 0.50 -0.25 1.60 -0.154
C 2.0698 -0.9390 0.0806 -0.08 0.03 0.02 -0.100
C 0.2660 0.8278 -0.1779 1.15 -2.44 -0.83 -0.350
N 1.0470 1.9223 0.1904 -0.30 -0.09 0.06 0.102
C -1.1411 1.0361 -0.4509 -0.83 0.70 2.17 -0.151
C 0.6818 -0.4669 -0.2189 0.94 1.02 -0.62 -0.135
N -2.0695 0.4186 0.1694 -1.66 0.33 -2.97 0.000
H 2.0103 1.8861 -0.1064 -0.11 0.06 0.00 0.085
H 0.6088 2.8170 0.0321 0.11 -0.02 0.02 0.082
H -1.4265 1.9834 -0.9093 0.04 0.41 0.16 0.104
H 0.1011 -1.1774 -0.7888 -0.43 0.05 0.37 0.097
H -2.7167 -1.4511 -0.5035 0.30 0.33 -0.19 0.089
H -3.0403 -1.0988 1.1499 0.05 0.05 0.07 0.070
H -1.3915 -1.5418 0.6928 0.03 -0.15 -0.05 0.057
H 2.6764 -0.1706 0.5535 0.08 0.00 0.12 0.060
H 2.0278 -1.8055 0.7416 0.14 -0.02 0.08 0.070
H 2.5734 -1.2623 -0.8338 0.07 0.01 0.00 0.074
```
Forces are in eV/Å.

## Properties
ΔE to the lowest compared entry with this formula, charge and spin ... 2.092 eV
Maximum force ... 3.42 eV/A
Kohn-Sham gap ... 0.3223 hartree
Charge ... 0
2S+1 ... 1
E ... -305.946961 a.u.